(1)
{"formula": "C12H24N2O3", "method": "wB97M-V/def2-TZVPD", "elements": ["C", "C", "C", "C", "C", "N", "C", "O", "C", "N", "C", "C", "C", "C", "C", "O", "O", "H", "H", "H", "H", "H", "H", "H", "H", "H", "H", "H", "H", "H", "H", "H", "H", "H", "H", "H", "H", "H", "H", "H", "H"], "positions_angstrom": [[-4.3641, -0.4225, 0.9268], [-3.0084, -0.8585, 0.4669], [-2.9120, -2.3622, 0.4981], [-2.7238, -0.2680, -0.9140], [-1.3675, 0.4504, -1.0266], [-0.3038, -0.4490, -0.6097], [0.9974, -0.2155, -0.9794], [1.3529, 0.7741, -1.5978], [1.9704, -1.3430, -0.6727], [3.1082, -1.2959, -1.5919], [2.3559, -1.3794, 0.8334], [2.9051, -0.1120, 1.5603], [4.0022, 0.6095, 0.8098], [1.7387, 0.8267, 1.9256], [-1.3701, 1.7990, -0.2578], [-2.2938, 2.1506, 0.4096], [-0.2778, 2.5327, -0.3981], [-4.4845, 0.6689, 0.9042], [-4.7189, -0.7406, 1.9225], [-5.1092, -0.7972, 0.2339], [-2.3369, -0.4310, 1.2143], [-3.6233, -2.8981, -0.1832], [-1.9498, -2.8406, 0.2671], [-3.1304, -2.7155, 1.5354], [-3.5365, 0.4372, -1.1796], [-2.6884, -1.1120, -1.6113], [-1.1730, 0.7304, -2.0703], [-0.5528, -1.3249, -0.1366], [1.4876, -2.3213, -0.8206], [3.9583, -1.5925, -1.0944], [3.2770, -0.3756, -2.0006], [3.1208, -2.1559, 1.0334], [1.5048, -1.7085, 1.4549], [3.2413, -0.3831, 2.5713], [4.7707, -0.1527, 0.6094], [3.6486, 1.1014, -0.0990], [4.4702, 1.3563, 1.4686], [1.4197, 1.4516, 1.0324], [0.8241, 0.3769, 2.4059], [2.0655, 1.6345, 2.6081], [0.2916, 2.0000, -0.9869]], "forces_ev_per_a": [[-1.697, 0.640, 0.288], [0.288, 0.353, 0.573], [-0.394, -1.806, 0.708], [0.346, 0.312, -0.248], [-0.637, 0.221, -0.086], [1.009, 0.076, 0.013], [-0.864, -1.630, 0.039], [-0.187, 0.579, -0.016], [0.752, -0.331, 0.637], [0.577, -0.091, 0.363], [0.672, 0.131, 1.344], [-1.912, 0.293, 0.369], [0.607, -0.269, 0.681], [-0.772, 1.821, -0.770], [-0.168, -0.676, 0.177], [-0.661, 0.266, 0.387], [-0.023, -0.093, -0.225], [0.336, -0.202, 0.020], [0.641, -0.154, -0.255], [-0.325, -0.200, -0.269], [0.452, -0.093, -0.123], [0.290, 0.748, 0.487], [0.156, 0.513, -0.107], [-0.009, 0.173, -0.717], [0.590, -0.427, -0.098], [-0.220, 0.300, -0.269], [-0.059, -0.174, -0.006], [0.279, 0.767, -0.365], [-0.300, 0.363, -0.170], [-0.580, 0.269, -0.483], [-0.283, -0.265, 0.381], [-0.303, 0.036, -0.693], [0.004, 0.023, -0.466], [0.462, -0.605, -0.479], [0.018, 0.477, -0.372], [0.096, -0.189, 0.050], [-0.171, -0.067, -0.273], [0.062, -0.972, 0.879], [1.010, 0.082, -0.621], [0.096, -0.515, -0.033], [0.821, 0.314, -0.253]], "smiles": "CC(C)C[C@H](NC(=O)[C@@H](N)CC(C)C)C(=O)O", "multiplicity": 1}

(2)
{"formula": "C12H24N2O3", "method": "wB97M-V/def2-TZVPD", "elements": ["C", "C", "C", "C", "C", "N", "C", "O", "C", "N", "C", "C", "C", "C", "C", "O", "O", "H", "H", "H", "H", "H", "H", "H", "H", "H", "H", "H", "H", "H", "H", "H", "H", "H", "H", "H", "H", "H", "H", "H", "H"], "positions_angstrom": [[-3.7457, 1.1003, 0.2388], [-2.2311, 1.1571, 0.1965], [-1.8303, 2.6131, 0.0166], [-1.6388, 0.1350, -0.8317], [-1.3619, -1.2258, -0.1429], [-0.3424, -1.9184, -0.8844], [0.9752, -2.0465, -0.4940], [1.8772, -2.3866, -1.2718], [1.4288, -1.5265, 0.8975], [2.6463, -2.2525, 1.2675], [1.5976, -0.0029, 0.8549], [2.4297, 0.4655, -0.4047], [3.9748, 0.4906, -0.0845], [1.9178, 1.8404, -0.8956], [-2.5600, -2.1229, -0.1307], [-2.8044, -2.7354, -1.1380], [-3.3906, -2.1362, 0.9327], [-4.2249, 1.9525, 0.7689], [-4.1764, 1.0935, -0.8123], [-4.1682, 0.1739, 0.6923], [-1.7871, 0.9056, 1.1586], [-0.7611, 2.9512, -0.0389], [-2.2563, 3.1704, 0.8844], [-2.3204, 3.1119, -0.8064], [-0.7093, 0.5896, -1.1925], [-2.2725, 0.0590, -1.7133], [-1.0246, -1.0115, 0.8702], [-0.6252, -2.4292, -1.6887], [0.8224, -1.7107, 1.7817], [2.3115, -3.2222, 1.2008], [3.3266, -2.1838, 0.4746], [2.1959, 0.2861, 1.7526], [0.5841, 0.4743, 1.0186], [2.3683, -0.1987, -1.2030], [4.5988, 0.8467, -0.9696], [4.4425, -0.4223, 0.2333], [4.2643, 1.2400, 0.7042], [0.7731, 1.8043, -0.9173], [2.1910, 2.5264, -0.0471], [2.3641, 2.1078, -1.8624], [-2.8587, -1.5633, 1.5853]], "forces_ev_per_a": [[-1.773, -0.510, -0.513], [0.391, -0.026, -0.523], [0.248, 1.719, 0.623], [-0.263, 1.312, 0.989], [0.675, 0.632, -0.425], [1.905, -0.360, 1.239], [0.355, 0.839, -0.804], [-1.733, -0.342, 0.787], [0.419, 0.033, 0.281], [0.507, -0.296, -1.037], [0.832, 0.353, -0.046], [0.682, 1.449, 1.721], [0.496, 2.210, -0.529], [-0.661, -0.395, 1.633], [-1.183, -0.459, -1.646], [-0.377, -0.236, 0.560], [2.226, 1.483, 1.292], [0.500, -0.466, -0.253], [0.598, 0.201, 1.079], [0.442, 0.590, -0.216], [-0.193, -0.300, 0.361], [-0.758, -1.000, 0.106], [0.393, -0.379, -0.346], [-0.218, -0.175, -0.676], [0.081, -0.653, 0.171], [-0.176, -0.310, 0.030], [0.248, -0.117, 0.015], [-0.265, -0.177, -0.744], [-0.926, -0.312, -0.402], [0.732, 0.175, 0.313], [-0.836, -0.097, 0.882], [-0.478, -0.271, -0.469], [1.084, -0.232, -0.730], [-0.577, -1.365, -1.209], [-1.039, -0.511, 0.723], [-0.261, -0.692, 0.091], [-0.660, -0.551, -0.461], [1.761, 0.232, -0.374], [-0.247, 0.029, -1.154], [-0.244, 0.221, 0.407], [-1.706, -1.245, -0.743]], "smiles": "CC(C)C[C@H](NC(=O)[C@@H](N)CC(C)C)C(=O)O", "multiplicity": 1}

(3)
{"formula": "C12H24O2", "method": "wB97M-V/def2-TZVPD", "elements": ["C", "C", "C", "C", "C", "C", "C", "C", "C", "C", "C", "C", "O", "O", "H", "H", "H", "H", "H", "H", "H", "H", "H", "H", "H", "H", "H", "H", "H", "H", "H", "H", "H", "H", "H", "H", "H", "H"], "positions_angstrom": [[-2.0175, -3.5435, 0.5083], [-2.1691, -2.5034, -0.5912], [-1.1678, -2.6680, -1.6685], [-1.3235, -1.5168, -2.7811], [-1.0902, -0.0039, -2.4277], [0.1024, 0.5005, -1.7467], [0.0718, 2.0971, -1.4024], [1.6149, 2.3049, -0.9741], [2.1850, 1.6556, 0.2987], [1.2345, 1.8825, 1.4340], [1.8480, 1.2265, 2.9103], [1.1155, 1.3119, 4.0839], [-0.0023, 1.6572, 3.8167], [1.6404, 1.0910, 5.1214], [1.2386, 1.1159, 5.8343], [2.1252, 0.4019, 2.6386], [2.8358, 1.9952, 2.8395], [0.2419, 1.4543, 1.3732], [0.9766, 2.7745, 1.6208], [2.1370, 0.6801, 0.1201], [3.1745, 2.1096, 0.4684], [1.3311, 3.5255, -0.6416], [2.1183, 2.1773, -1.7417], [-0.3210, 2.5303, -2.1961], [-0.4558, 1.8425, -0.5372], [0.8263, 0.0988, -2.5355], [0.3775, -0.0672, -0.9640], [-1.5607, 0.4411, -3.0841], [-2.0860, 0.2865, -1.4787], [-2.3790, -1.6390, -3.1941], [-0.5967, -1.7724, -3.4451], [0.0393, -2.4198, -1.1932], [-1.1797, -3.5467, -2.0331], [-1.9423, -1.3928, -0.0094], [-3.0865, -2.4221, -0.8998], [-1.0535, -3.6661, 1.0715], [-1.9192, -4.6421, 0.0227], [-2.8839, -3.3569, 1.3832]], "forces_ev_per_a": [[-0.962, -2.445, 1.628], [6.381, 2.715, 5.167], [3.643, 9.456, 2.798], [-2.082, -0.343, 2.789], [-2.375, -5.414, 10.369], [0.862, 1.585, -5.511], [5.251, -7.962, 3.092], [-8.166, 6.396, 7.678], [-1.609, 4.039, -0.304], [1.216, -7.228, 2.698], [3.147, 11.782, -4.665], [-5.201, 2.639, -7.939], [-3.511, 0.581, 2.231], [10.942, -2.604, -1.578], [-6.686, 0.572, 10.620], [3.463, -9.362, -2.496], [-2.018, -2.399, 1.129], [-0.028, -0.867, -0.689], [-1.110, 7.259, 1.356], [1.009, -4.433, -0.616], [-0.244, -0.640, 0.043], [2.195, -2.759, -1.164], [5.187, -0.589, -7.106], [-1.635, 2.803, -3.101], [-1.687, 1.540, 1.357], [0.554, 1.412, 0.720], [0.451, -1.748, 3.202], [-3.358, 5.220, -7.050], [2.301, -0.981, -2.354], [1.430, 0.326, 0.129], [1.795, -0.689, -2.652], [-3.474, -1.159, -1.193], [0.106, -6.292, -2.996], [-0.720, -2.855, -1.702], [-5.273, 0.179, -1.926], [-0.570, 1.323, -0.520], [-1.397, 2.078, 1.046], [2.173, -1.138, -2.491]], "multiplicity": 1}

(4)
{"formula": "C12H24O24S6", "method": "wB97M-V/def2-TZVPD", "elements": ["O", "S", "O", "O", "C", "C", "O", "H", "H", "H", "H", "O", "S", "O", "O", "C", "C", "O", "H", "H", "H", "H", "O", "S", "O", "O", "C", "C", "O", "H", "H", "H", "H", "O", "S", "O", "O", "C", "C", "O", "H", "H", "H", "H", "O", "S", "O", "O", "C", "C", "O", "H", "H", "H", "H", "O", "S", "O", "O", "C", "C", "O", "H", "H", "H", "H"], "positions_angstrom": [[-0.7191, 1.6766, 2.4910], [-1.1046, 3.0399, 2.2098], [-2.2260, 3.3360, 1.3798], [-1.1102, 3.8993, 3.6124], [0.2117, 4.4101, 3.8447], [1.0948, 4.0095, 2.6854], [0.1311, 3.8739, 1.6243], [0.2216, 5.4976, 3.9250], [0.5437, 4.0469, 4.8176], [1.7719, 3.1564, 2.7324], [1.7111, 4.8264, 2.3093], [5.8399, -2.8743, 3.6187], [6.4579, -3.0721, 2.3348], [7.7151, -3.7615, 2.2764], [5.3595, -3.7152, 1.3739], [4.7966, -2.7111, 0.5160], [5.8757, -1.6836, 0.3158], [6.5494, -1.6233, 1.5746], [4.3201, -3.2024, -0.3218], [4.1093, -2.1249, 1.1379], [5.4106, -0.7322, 0.0723], [6.6146, -1.9765, -0.4351], [2.0147, 0.3995, -2.4898], [1.7218, -0.0714, -1.1729], [2.7814, -0.0533, -0.1955], [0.3920, 0.6812, -0.5751], [-0.6240, -0.2690, -0.2665], [-0.3406, -1.4730, -1.1681], [1.0639, -1.5503, -1.2277], [-0.6288, -0.5280, 0.7895], [-1.6041, 0.0693, -0.6048], [-0.7561, -1.3424, -2.1658], [-0.7776, -2.3183, -0.6365], [-6.5095, -4.3546, 2.6576], [-5.2112, -4.7928, 2.2710], [-4.6814, -5.9838, 2.8316], [-5.1051, -4.8740, 0.6268], [-4.1647, -3.9174, 0.1491], [-4.0927, -2.8474, 1.2176], [-4.1756, -3.5242, 2.4479], [-3.1981, -4.4298, 0.0923], [-4.3983, -3.5602, -0.8512], [-4.9500, -2.1697, 1.1629], [-3.1981, -2.2721, 0.9750], [4.8237, 5.5871, 0.7752], [4.6612, 4.1560, 0.6831], [5.1610, 3.3430, 1.7455], [3.1818, 3.6780, 0.3530], [2.8673, 3.5971, -1.0291], [4.2173, 3.2183, -1.6700], [5.2362, 3.5686, -0.7136], [2.0321, 2.9142, -1.1375], [2.5365, 4.6071, -1.2934], [4.5121, 3.7008, -2.5957], [4.2083, 2.1328, -1.7835], [-2.9159, -0.6130, -2.9046], [-3.9865, -0.5007, -3.8590], [-3.6676, -0.1214, -5.1955], [-5.0207, -1.7286, -3.8631], [-6.3561, -1.2830, -3.6195], [-6.3586, 0.2435, -3.7817], [-5.0707, 0.5668, -3.2712], [-6.9925, -1.7843, -4.3519], [-6.6366, -1.6169, -2.6194], [-7.0686, 0.6006, -3.0378], [-6.4968, 0.6202, -4.7929]], "forces_ev_per_a": [[-0.491, 1.316, -0.210], [0.769, 0.425, 0.259], [0.377, -0.262, 0.851], [-0.316, -0.735, -1.164], [0.583, 0.148, 1.315], [0.591, 0.691, -1.305], [-0.369, -1.181, -0.355], [-0.641, -0.010, -0.198], [0.082, -0.259, -0.158], [-0.547, -0.349, 0.414], [0.020, 0.125, 0.473], [0.633, 0.036, -1.082], [-0.025, 0.541, 1.347], [-1.169, 0.520, -0.475], [0.842, -0.351, -0.342], [-0.539, 0.836, 1.486], [0.773, -0.472, -1.137], [-0.204, -0.893, 0.613], [0.166, 0.158, -0.183], [-0.737, -0.623, -0.274], [0.278, 0.164, 0.157], [-0.081, 0.145, -0.103], [-0.401, -0.036, 0.575], [-0.236, -0.181, 0.913], [-1.039, -0.144, -0.839], [1.218, -0.296, -0.624], [-0.731, -0.588, -0.879], [-0.848, 0.544, 0.724], [1.413, 0.442, 0.104], [0.205, 0.207, 0.065], [0.128, 0.667, 0.391], [-0.011, -0.095, 0.048], [0.418, -0.439, -0.461], [0.350, -0.040, -0.416], [0.000, 0.454, -0.612], [0.276, 0.517, -0.181], [-0.581, 0.103, 1.192], [0.777, -0.503, 0.283], [-0.879, 0.747, -1.592], [0.189, -1.328, 0.221], [0.025, 0.064, -0.043], [-0.464, 0.025, 0.125], [0.045, 0.050, -0.148], [0.270, -0.053, 1.137], [-0.622, -1.522, -0.525], [0.882, -0.525, -0.522], [-0.419, 0.522, -0.405], [-0.377, 0.112, 1.512], [0.449, 1.728, -0.202], [-0.158, -0.756, 0.341], [0.027, 0.695, 0.580], [0.264, -0.263, -0.134], [-0.030, -0.197, -0.440], [-0.495, 0.108, -0.108], [0.379, 0.040, -0.100], [-1.298, -0.506, -0.523], [-0.263, 1.605, 0.221], [-0.141, -0.570, 0.324], [1.300, 0.143, 0.071], [-0.771, -0.377, -0.743], [-0.016, -0.996, 1.174], [1.292, -0.147, -0.106], [0.046, 0.066, 0.094], [0.022, 0.272, 0.004], [-0.114, 0.546, -0.472], [-0.076, -0.064, 0.047]], "smiles": "O=S1(=O)OCCO1.O=S1(=O)OCCO1.O=S1(=O)OCCO1.O=S1(=O)OCCO1.O=S1(=O)OCCO1.O=S1(=O)OCCO1", "multiplicity": 1}

These records have LUMO level values of 0.021; 0.008; 0.022; -0.006 Ha, in the order they appear.
These records have energy above the lowest of the compared OMol25 structures with the same formula, charge and spin values of 68.2; 193.7; 1241.6; 115.2 kJ/mol, in the order they appear.
These records have HOMO-LUMO gap values of 0.3677; 0.3616; 0.3707; 0.3960 hartree, in the order they appear.